{
  "formula": "C39H29BrF5N4STeW",
  "method": "ωB97M-V/def2-TZVPD",
  "elements": ["W", "Te", "Br", "S", "F", "F", "F", "F", "F", "N", "N", "N", "N", "C", "C", "C", "C", "C", "C", "C", "C", "C", "C", "C", "C", "C", "C", "C", "C", "C", "C", "C", "C", "C", "C", "C", "C", "C", "C", "C", "C", "C", "C", "C", "C", "C", "C", "C", "C", "C", "C", "C", "H", "H", "H", "H", "H", "H", "H", "H", "H", "H", "H", "H", "H", "H", "H", "H", "H", "H", "H", "H", "H", "H", "H", "H", "H", "H", "H", "H", "H"],
  "coordinates": [[-0.18532, -0.38193, -0.18044], [0.56743, 0.46486, 2.32545], [0.75692, 7.26895, 0.59223], [0.70314, -2.39357, 1.00636], [3.14879, -0.45963, 0.11242], [1.97803, -4.17486, 2.81960], [4.50126, -4.33957, 3.64238], [5.62227, -0.65226, 0.95576], [6.36790, -2.57841, 2.72562], [-2.09377, -0.83850, 1.10301], [1.13676, -1.10878, -1.74710], [0.90770, 1.36462, -0.95985], [-1.71329, 0.86301, -0.94855], [4.15789, -3.39325, 2.77618], [0.50350, 5.20111, 3.57499], [2.10372, -2.79422, -3.12872], [-2.21728, -3.84457, 3.28812], [5.10893, -2.49996, 2.31458], [1.81213, -0.19541, -2.46728], [2.00629, 3.53137, -0.63913], [-0.32559, 4.66203, 0.32872], [1.62376, 1.15696, -2.00951], [1.70565, 3.25903, 2.81404], [-2.28181, -4.85020, 2.33316], [3.41043, -1.44608, 0.98730], [-2.31478, -4.52758, 0.98635], [1.27913, -2.39865, -2.09246], [4.72473, -1.52495, 1.41627], [-0.28481, 3.31198, 0.02111], [0.86121, 2.74860, -0.51833], [2.79870, -1.84609, -3.86374], [-3.64782, 2.11163, -2.17283], [-3.94278, 1.44822, -3.52285], [1.69595, 4.58806, 3.21528], [2.42683, -2.32008, 1.42595], [-2.20965, -2.21616, 1.54147], [-2.55924, 1.43201, -1.47597], [0.80225, 5.44304, 0.14650], [-2.38445, -2.23051, -3.59142], [2.64171, -0.51326, -3.52812], [-3.07713, -3.56639, -1.74036], [-2.27247, -2.82054, -0.86888], [-3.13314, -3.28859, -3.09176], [2.85230, -3.29125, 2.33573], [-2.27345, -3.20089, 0.56532], [-2.18612, -2.51769, 2.89095], [-0.67050, 3.14261, 3.15850], [-1.50848, -1.74484, -1.35221], [0.52001, 2.53078, 2.77192], [-0.67922, 4.47531, 3.55178], [1.98060, 4.87552, -0.30933], [-1.60047, -1.48357, -2.72842], [-3.76016, -3.87992, -3.74535], [-2.88706, -0.61485, 0.50728], [2.87880, 5.47058, -0.39352], [-2.18252, -4.09087, 4.34026], [-4.19171, 0.39610, -3.39611], [-1.14848, 2.70838, 0.24058], [2.94936, 3.09514, -0.94057], [-1.03346, -0.66112, -3.16024], [-2.33706, -5.31628, 0.24538], [-3.08483, 1.52190, -4.18877], [2.64070, 2.78599, 2.53982], [-4.52020, 2.08535, -1.51713], [2.62294, 5.14674, 3.24814], [-1.59399, 2.57570, 3.17141], [-2.09894, -0.22914, 1.91696], [0.71432, -3.11015, -1.51042], [-2.29582, -5.88723, 2.63867], [-2.40971, -1.99024, -4.64729], [-4.78535, 1.95635, -3.98665], [-3.36146, 3.15898, -2.28617], [2.07671, 1.97527, -2.55777], [-1.22179, 5.09068, 0.75304], [2.18716, -3.84808, -3.35188], [3.44669, -2.13986, -4.67761], [0.49819, 6.23787, 3.88447], [-3.68034, -4.36948, -1.33538], [3.15517, 0.27579, -4.05961], [-2.11321, -1.72290, 3.62348], [-1.60826, 4.94182, 3.85519]],
  "atomic_forces_ev_per_a": [[-0.540, -0.779, 0.270], [0.256, 0.101, 0.602], [-0.006, 0.067, -0.015], [0.247, 0.140, -0.249], [-0.155, 0.006, -0.128], [-0.045, 0.009, -0.018], [0.007, -0.027, 0.021], [0.000, 0.012, -0.008], [0.009, -0.009, 0.004], [0.200, -0.123, 0.000], [0.146, -0.054, -0.261], [0.231, 0.202, 0.171], [-0.464, 0.584, -0.497], [-0.007, 0.049, -0.029], [0.018, -0.009, 0.057], [-0.026, -0.063, 0.036], [-0.006, -0.017, -0.022], [-0.015, 0.013, -0.010], [0.020, 0.207, 0.116], [0.082, 0.060, 0.017], [0.072, -0.015, -0.044], [-0.012, -0.028, -0.130], [-0.057, 0.020, -0.009], [-0.004, 0.046, 0.006], [0.115, 0.066, -0.026], [-0.007, -0.012, -0.004], [-0.001, 0.048, -0.011], [-0.009, 0.002, 0.017], [-0.064, 0.065, -0.060], [0.068, -0.212, -0.045], [-0.012, 0.061, 0.016], [0.095, -0.044, 0.043], [-0.018, 0.017, -0.010], [-0.046, 0.015, 0.016], [-0.190, -0.078, 0.100], [0.001, 0.081, 0.054], [-0.044, -0.096, 0.058], [0.000, -0.055, -0.022], [0.005, -0.019, 0.011], [0.036, -0.079, -0.054], [0.001, -0.033, 0.022], [-0.072, -0.061, -0.003], [0.016, 0.039, 0.012], [0.039, -0.075, 0.050], [0.022, 0.017, -0.028], [0.001, 0.000, -0.005], [0.079, 0.125, 0.141], [0.099, -0.065, 0.000], [-0.135, 0.071, -0.028], [-0.009, -0.104, 0.048], [-0.015, -0.047, -0.052], [-0.028, 0.011, -0.020], [-0.001, -0.005, -0.004], [0.005, 0.003, 0.005], [0.001, 0.011, 0.009], [-0.001, -0.005, 0.005], [-0.006, 0.003, 0.010], [0.043, 0.030, -0.005], [-0.014, -0.054, -0.024], [0.007, -0.009, 0.006], [-0.001, -0.006, 0.004], [0.005, 0.005, 0.001], [0.004, -0.007, -0.011], [0.001, -0.014, 0.007], [0.003, 0.009, -0.006], [-0.010, -0.012, -0.014], [0.024, 0.027, -0.035], [0.029, -0.019, -0.007], [0.004, -0.009, 0.001], [-0.006, 0.003, -0.003], [0.003, -0.008, -0.014], [0.007, 0.004, -0.016], [0.016, 0.014, 0.035], [0.004, 0.019, -0.029], [0.002, -0.002, -0.005], [0.001, -0.003, -0.005], [0.004, -0.005, 0.004], [-0.001, -0.003, -0.008], [0.009, -0.005, -0.006], [-0.006, 0.002, 0.000], [-0.004, 0.008, 0.002]],
  "lowdin_charge": [1.14, 1.07, 0.80, 0.66, 0.04, 0.09, 0.14, 0.13, 0.14, -0.06, -0.08, -0.05, 0.04, -0.14, -0.10, 0.00, -0.06, -0.14, -0.26, -0.02, -0.11, -0.06, -0.15, -0.06, -0.25, -0.02, -0.12, -0.14, -0.06, -0.26, -0.01, -0.17, -0.07, -0.09, -0.48, -0.33, -0.08, -0.69, -0.09, 0.02, -0.03, -0.19, -0.07, -0.24, -0.20, -0.04, -0.18, -0.25, -0.64, -0.09, -0.10, -0.16, 0.11, 0.10, 0.11, 0.11, 0.08, 0.08, 0.12, 0.09, 0.12, 0.09, 0.10, 0.13, 0.11, 0.09, 0.03, 0.09, 0.11, 0.11, 0.09, 0.13, 0.14, 0.11, 0.12, 0.12, 0.10, 0.12, 0.13, 0.11, 0.11],
  "e_homo_ev": [-9.8, -10.1],
  "spin_multiplicity": 3,
  "homo_lumo_gap_ev": [5.97, 5.55],
  "fmax_ev_per_a": 0.99,
  "s2": 2.029,
  "charge": 1
}